Computed, not measured: a molecular structure, C53H67Br2F3N2OSSbSi2Tc in a non-equilibrium geometry, with ωB97M-V with the def2-TZVPD basis set.

2S+1: 4
<S²>: 3.80
DFT total energy: -244618.0240 eV
F_max: 1.38 eV Å⁻¹
LUMO energy (spin up / spin down): -9.4 / -9.7 eV
Energy above the lowest of the compared OMol25 structures with the same formula, charge and spin: 2.274 eV
Net charge: +3
Orbital gap (spin up / spin down): 5.665 / 5.527 eV
HOMO level (spin up / spin down): -15.05 / -15.21 eV

Geometry as XYZ:
```
133
Properties=species:S:1:pos:R:3:lowdin_charge:R:1
Tc 0.0335 -0.5771 0.3860 1.119
C -1.6215 -3.0070 -4.3218 -0.181
Si -0.2530 -4.2306 -3.8110 0.603
C -0.8073 -6.0213 -4.1146 -0.159
C 1.4907 -3.8626 -4.4878 -0.152
C 0.0104 -4.0258 -1.9072 -0.209
C 0.2235 -5.1309 -1.0885 -0.013
C 0.3984 -4.9900 0.2827 -0.012
C 0.3990 -3.7225 0.8331 -0.161
N 0.2658 -2.6427 0.0670 -0.186
C 0.0535 -2.8004 -1.2564 -0.687
S -0.2660 -1.2210 -1.9100 0.757
H -1.8862 -3.1751 -5.3610 0.042
H -1.3151 -1.9677 -4.2339 -0.022
H -2.5265 -3.1363 -3.7338 0.034
H -1.0072 -6.1642 -5.1710 0.042
H -1.7167 -6.2677 -3.5751 0.041
H -0.0420 -6.7380 -3.8355 0.034
H 1.4884 -3.8694 -5.5734 0.038
H 2.1975 -4.6211 -4.1590 0.033
H 1.8575 -2.8929 -4.1595 0.022
H 0.2113 -6.1166 -1.5240 0.117
H 0.5505 -5.8452 0.9197 0.128
H 0.4746 -3.5731 1.9047 0.105
C 0.9713 6.4813 1.4536 -0.017
C 1.4333 5.1420 1.0266 -0.221
C 1.3790 4.0553 1.9034 0.008
C 1.7693 2.7957 1.5149 -0.252
C 1.8400 1.7077 2.5395 -0.058
C 2.2334 2.5816 0.1856 -0.149
C 2.4874 1.2888 -0.3575 -0.142
O 1.8669 0.2173 -0.1537 -0.336
C 2.4164 3.7066 -0.6751 -0.186
C 2.9694 3.5728 -2.0557 -0.023
C 1.9819 4.9419 -0.2408 0.022
H 0.3588 6.4271 2.3479 0.090
H 0.4195 6.9735 0.6574 0.092
H 1.8353 7.1111 1.6702 0.110
H 1.0329 4.2214 2.9123 0.130
H 1.5690 2.0906 3.5182 0.100
H 2.8610 1.3233 2.5984 0.070
H 1.1560 0.8828 2.2972 -0.013
H 3.2826 1.2314 -1.1100 0.148
H 2.3386 2.9439 -2.6803 0.087
H 3.9718 3.1488 -2.0436 0.099
H 3.0349 4.5500 -2.5231 0.094
H 2.0651 5.7925 -0.8996 0.134
F 4.4849 -7.0381 -0.5574 0.110
C 4.1303 -5.8888 0.0070 -0.262
C 3.7380 -5.8831 1.3378 0.020
C 3.3396 -4.6896 1.9086 -0.120
C 3.3501 -3.5258 1.1537 -0.379
C 3.7310 -3.5475 -0.1801 -0.125
C 4.1339 -4.7342 -0.7626 0.016
Sb 2.7396 -1.6717 2.0588 1.621
C 2.3637 -2.2804 4.0886 -0.391
C 3.4009 -2.8413 4.8183 -0.133
C 3.1817 -3.2479 6.1209 0.032
C 1.9212 -3.0748 6.6764 -0.258
F 1.7047 -3.4541 7.9296 0.115
C 0.8757 -2.5137 5.9575 0.012
C 1.1070 -2.1165 4.6526 -0.137
C 4.6320 -0.6651 2.2179 -0.372
C 5.0701 -0.2087 3.4545 -0.123
C 6.3252 0.3580 3.5697 0.028
C 7.1099 0.4889 2.4308 -0.257
F 8.3090 1.0464 2.5333 0.116
C 6.6672 0.0692 1.1824 0.020
C 5.4162 -0.5085 1.0823 -0.123
H 3.7514 -6.7990 1.9075 0.134
H 3.0317 -4.6692 2.9453 0.098
H 3.7160 -2.6412 -0.7724 0.098
H 4.4572 -4.7803 -1.7902 0.129
H 4.3784 -2.9665 4.3736 0.115
H 3.9683 -3.6933 6.7104 0.136
H -0.0894 -2.3970 6.4267 0.127
H 0.2981 -1.6786 4.0754 0.067
H 4.4478 -0.3149 4.3335 0.103
H 6.7043 0.6937 4.5226 0.134
H 7.3052 0.1939 0.3206 0.132
H 5.0648 -0.8541 0.1191 0.091
C -3.0527 4.2244 -3.9806 -0.065
C -2.2686 3.1729 -3.1761 -0.605
C -2.0124 1.9619 -4.0852 -0.084
C -0.8959 3.7516 -2.8073 -0.105
Si -3.3393 2.7294 -1.5986 1.094
Br -1.0286 1.6757 0.2443 0.427
C -4.4202 1.0918 -1.6410 -0.601
C -5.1314 0.8446 -0.3028 -0.088
C -5.4869 1.2361 -2.7402 -0.060
C -3.5702 -0.1466 -1.9465 -0.133
C -3.8140 4.1515 -0.3494 -0.619
C -2.7283 5.2355 -0.3039 -0.090
C -5.1321 4.7684 -0.8471 -0.060
C -4.0148 3.6652 1.0918 -0.099
H -2.4920 4.4799 -4.8766 0.106
H -3.1981 5.1399 -3.4161 0.073
H -4.0250 3.8532 -4.2919 0.088
H -1.4715 2.2960 -4.9684 0.102
H -2.9323 1.5043 -4.4345 0.073
H -1.4014 1.2130 -3.5861 0.060
H -0.3351 3.9327 -3.7211 0.100
H -0.3301 3.0607 -2.1895 0.026
H -0.9743 4.6931 -2.2787 0.066
H -5.8587 1.6207 -0.0882 0.079
H -4.4215 0.7825 0.5184 0.065
H -5.6756 -0.0961 -0.3539 0.096
H -6.1709 2.0546 -2.5326 0.087
H -6.0702 0.3182 -2.7915 0.105
H -5.0435 1.4018 -3.7190 0.075
H -2.7402 -0.2255 -1.2522 -0.025
H -3.1772 -0.1340 -2.9544 0.058
H -4.1897 -1.0332 -1.8452 0.097
H -2.6016 5.7293 -1.2611 0.074
H -1.7786 4.8167 0.0204 0.062
H -3.0236 5.9980 0.4123 0.101
H -5.0454 5.1605 -1.8555 0.080
H -5.4079 5.5909 -0.1928 0.107
H -5.9446 4.0481 -0.8304 0.079
H -3.1317 3.1549 1.4623 0.029
H -4.8727 3.0139 1.1947 0.065
H -4.1922 4.5298 1.7254 0.100
Br -5.7920 -1.8909 3.5538 0.888
C -4.1413 -1.6353 2.6820 -0.643
C -3.8691 -2.2275 1.4464 -0.061
C -2.6687 -1.9718 0.8219 -0.116
N -1.7222 -1.1742 1.3383 -0.150
C -1.9709 -0.6445 2.5506 -0.157
C -3.1406 -0.8392 3.2466 -0.060
H -4.5960 -2.8605 0.9678 0.125
H -2.4570 -2.4002 -0.1480 0.113
H -1.2059 -0.0021 2.9725 0.101
H -3.2875 -0.3756 4.2084 0.124
```